(1)
Computed, not measured: an isolated molecule of C5H8O in a non-equilibrium geometry, with the ωB97M-V functional and the def2-TZVPD basis.

Values from the calculation:
HOMO energy (alpha / beta) ... -8.5 / -8.1 eV
Multiplicity ... 1
ΔE to the lowest compared entry with this formula, charge and spin ... 5.398 eV
LUMO (alpha / beta) ... -0.030 / -0.023 Ha

Atoms and positions in Å:
C: -2.542 0.043 0.062
O: -1.843 -1.057 -0.470
C: -0.580 -0.699 -0.990
C: 0.393 -0.230 0.013
C: 1.605 0.383 -0.308
C: 2.909 0.472 0.057
H: -2.760 0.794 -0.717
H: -3.483 -0.336 0.469
H: -1.971 0.529 0.866
H: -0.185 -1.614 -1.457
H: -0.716 0.030 -1.816
H: 3.424 1.395 -0.199
H: 3.526 -0.325 0.448
H: 1.578 1.095 -1.138

(2)
Computed, not measured: a 2-piece molecular cluster, C3H4N2O2 overall in a non-equilibrium geometry, with the ωB97M-V functional and the def2-TZVPD basis.

Values from the calculation:
HOMO energy ... -10.5 eV
Multiplicity ... 1
ΔE to the lowest compared entry with this formula, charge and spin ... 5.768 eV
LUMO ... -0.030 Ha

Atoms and positions in Å:
C: 1.388 -1.283 0.074
N: -1.022 0.346 -0.112
C: -0.857 1.454 0.501
O: 0.458 -0.648 0.946
C: -1.792 1.424 -1.060
O: -0.186 2.200 1.103
N: -2.402 1.882 -1.917
H: -0.486 -1.072 0.872
H: 1.988 -0.496 -0.379
H: 0.886 -1.869 -0.699
H: 2.026 -1.938 0.672

(3)
Computed, not measured: a 7-piece molecular cluster, C32H60N2O14 overall in a non-equilibrium geometry, with the ωB97M-V functional and the def2-TZVPD basis.

Values from the calculation:
HOMO energy ... -9.2 eV
Multiplicity ... 1
SMILES ... O=[N+]([O-])c1ccccc1.O=[N+]([O-])c1ccccc1.COCCOC.COCCOC.COCCOC.COCCOC.COCCOC
ΔE to the lowest compared entry with this formula, charge and spin ... 4.272 eV
LUMO ... -0.039 Ha

Atoms and positions in Å:
O: 4.522 1.666 -1.900
N: 4.933 2.391 -2.770
O: 6.099 2.765 -2.857
C: 4.048 2.741 -3.842
C: 4.435 3.723 -4.825
C: 3.542 4.121 -5.812
C: 2.267 3.532 -5.822
C: 1.949 2.631 -4.857
C: 2.755 2.234 -3.790
H: 5.400 4.198 -4.722
H: 3.690 5.011 -6.405
H: 1.513 3.614 -6.591
H: 0.919 2.307 -4.878
H: 2.513 1.480 -3.055
O: -3.405 0.638 2.823
N: -2.933 -0.251 2.190
O: -3.487 -1.331 2.052
C: -1.630 -0.017 1.620
C: -0.940 1.258 1.939
C: 0.224 1.545 1.217
C: 0.687 0.696 0.253
C: 0.234 -0.599 0.178
C: -0.913 -0.967 0.894
H: -1.381 1.905 2.683
H: 0.838 2.405 1.437
H: 1.475 1.064 -0.388
H: 0.703 -1.328 -0.466
H: -1.350 -1.926 0.660
C: -5.973 4.883 4.755
O: -5.195 4.102 5.584
C: -4.293 3.309 4.711
C: -3.305 4.062 3.721
O: -3.856 4.549 2.552
C: -4.153 3.698 1.549
H: -6.338 4.184 4.003
H: -5.531 5.577 4.041
H: -6.750 5.366 5.349
H: -4.888 2.565 4.182
H: -3.817 2.648 5.435
H: -2.349 3.574 3.530
H: -2.928 4.990 4.151
H: -4.794 2.923 1.970
H: -3.187 3.408 1.135
H: -4.515 4.243 0.677
C: 6.962 5.477 0.089
O: 6.719 4.418 0.956
C: 5.374 4.457 1.395
C: 5.170 3.099 2.028
O: 3.805 2.769 2.338
C: 3.640 1.541 3.086
H: 8.034 5.498 -0.109
H: 6.738 6.484 0.440
H: 6.495 5.513 -0.895
H: 4.791 4.559 0.480
H: 5.105 5.258 2.084
H: 5.837 2.979 2.882
H: 5.231 2.295 1.295
H: 4.223 0.786 2.557
H: 2.568 1.434 3.253
H: 4.182 1.688 4.021
C: 2.674 -2.443 2.213
O: 1.798 -3.137 1.363
C: 2.288 -4.392 0.720
C: 3.288 -4.138 -0.353
O: 4.237 -5.207 -0.726
C: 3.443 -6.194 -1.494
H: 2.077 -1.702 2.746
H: 3.338 -1.897 1.543
H: 3.318 -3.074 2.825
H: 1.374 -4.814 0.302
H: 2.731 -5.186 1.322
H: 3.919 -3.398 0.140
H: 2.930 -3.530 -1.184
H: 4.023 -6.926 -2.056
H: 2.912 -5.666 -2.286
H: 2.749 -6.770 -0.882
C: 4.522 -2.519 -6.080
O: 3.075 -2.490 -6.330
C: 2.509 -1.268 -5.823
C: 0.991 -1.556 -5.651
O: 0.517 -2.454 -4.631
C: 0.863 -2.084 -3.267
H: 4.802 -2.491 -5.027
H: 5.003 -1.713 -6.634
H: 4.928 -3.482 -6.391
H: 2.672 -0.444 -6.518
H: 2.781 -0.914 -4.829
H: 0.594 -1.984 -6.571
H: 0.489 -0.589 -5.604
H: 1.187 -1.091 -2.958
H: 1.554 -2.864 -2.947
H: -0.012 -2.213 -2.630
C: -10.728 -5.484 2.399
O: -10.098 -4.502 3.242
C: -8.701 -4.718 3.565
C: -7.680 -4.549 2.357
O: -7.561 -3.144 2.125
C: -6.218 -2.704 1.676
H: -10.563 -5.100 1.392
H: -11.754 -5.282 2.707
H: -10.570 -6.532 2.653
H: -8.712 -5.645 4.139
H: -8.499 -3.834 4.170
H: -7.850 -4.985 1.373
H: -6.753 -4.959 2.756
H: -6.104 -1.620 1.682
H: -5.906 -3.162 0.737
H: -5.586 -2.998 2.514